Entry 1:
Entry from the OMol25 dataset: a structure of composition C4H5AlLiO in a non-equilibrium geometry (the ωB97M-V functional and the def2-TZVPD basis).

maximum force	4.78	eV/Å
HOMO level	-0.915	hartree
total charge	+3
orbital gap	7.37	eV

Element x y z (Å)
C: -0.756 -0.080 -1.484
C: 0.106 0.578 -2.091
H: 0.815 1.131 -2.692
C: 0.659 -0.196 -0.396
C: 0.141 0.151 0.988
O: -1.090 -0.398 1.319
Al: -1.998 -0.688 -0.142
H: 1.589 0.359 -0.599
H: 0.879 -1.266 -0.497
H: 0.121 1.281 0.796
H: 0.919 -0.143 1.713
Li: -1.386 -0.729 3.084

Entry 2:
Entry from the OMol25 dataset: a cluster of 2 separate species, C4H5BS in total in a non-equilibrium geometry (the ωB97M-V functional and the def2-TZVPD basis).

maximum force	2.37	eV/Å
HOMO level (spin up / spin down)	-0.288 / -0.288	hartree
orbital gap (spin up / spin down)	7.17 / 7.17	eV
relative energy (zero: lowest compared OMol25 entry of this formula, charge and spin)	73.2	kcal/mol

Element x y z (Å)
B: 1.165 -0.176 1.410
C: -0.277 0.909 -0.516
C: -1.235 0.561 -1.402
C: -0.619 -1.300 0.058
C: 0.110 -0.163 0.357
S: -1.696 -1.095 -1.245
H: 3.273 1.251 1.038
H: 1.366 -0.773 2.375
H: 0.157 1.889 -0.450
H: -1.705 1.160 -2.152
H: -0.540 -2.263 0.528

Entry 3:
Entry from the OMol25 dataset: a structure of composition C4H5BaLiO7 in a non-equilibrium geometry (the ωB97M-V functional and the def2-TZVPD basis).

maximum force	3.81	eV/Å
HOMO level	-0.221	hartree
orbital gap	2.13	eV

Element x y z (Å)
O: -2.968 -3.062 0.055
C: -1.968 -2.554 0.653
O: -1.044 -3.320 1.071
O: -1.930 -1.262 0.811
C: -0.836 -0.522 0.232
O: -0.377 1.394 -1.083
C: 3.001 2.517 -0.043
C: -1.397 0.611 -0.621
O: 2.323 2.439 1.010
O: 2.538 2.989 -1.115
Ba: -2.529 -6.041 0.399
Li: 0.718 2.570 -0.246
H: -0.228 -1.200 -0.385
H: -0.211 -0.113 1.039
H: -1.986 0.149 -1.447
H: -2.157 1.139 0.000
O: 4.351 2.486 0.113
H: 4.701 1.780 -0.443

Entry 4:
Entry from the OMol25 dataset: a structure of composition C4H5BeF3N5O17 in a non-equilibrium geometry (the ωB97M-V functional and the def2-TZVPD basis).

maximum force	3.09	eV/Å
HOMO level	0.027	hartree
total charge	-3
orbital gap	4.97	eV

Element x y z (Å)
Be: 1.052 0.241 0.328
N: 1.400 -2.153 -2.503
O: 0.713 -3.214 -2.566
O: 2.367 -1.996 -3.240
O: 1.083 -1.255 -1.684
N: 4.383 -1.088 0.127
O: 4.483 -1.314 -1.093
O: 3.207 -1.034 0.604
O: 5.389 -0.871 0.804
N: 2.658 2.000 -2.423
O: 1.726 1.907 -1.572
O: 3.072 0.982 -3.004
O: 3.286 3.070 -2.524
N: 4.308 2.201 1.261
O: 5.152 2.029 2.146
O: 4.620 2.803 0.211
O: 3.114 1.832 1.439
N: -0.690 1.625 2.154
O: -0.269 0.439 2.324
O: -1.660 2.066 2.772
O: -0.169 2.218 1.178
C: -4.728 -0.659 2.410
C: -3.624 -0.173 1.478
O: -3.737 -0.851 0.206
C: -2.696 -0.715 -0.613
O: -1.626 -0.307 -0.273
C: -2.925 -1.338 -2.018
F: -3.281 -2.609 -1.871
F: -3.820 -0.586 -2.702
F: -1.776 -1.278 -2.650
H: -4.481 -0.298 3.407
H: -4.674 -1.747 2.365
H: -5.703 -0.304 2.076
H: -2.693 -0.525 1.930
H: -3.460 0.905 1.514

Entry 5:
Entry from the OMol25 dataset: a structure of composition C4H5BiO5 in a non-equilibrium geometry (the ωB97M-V functional and the def2-TZVPD basis).

spin multiplicity	2
maximum force	6.08	eV/Å
expectation value of S²	0.7549
HOMO level (spin up / spin down)	-0.774 / -0.928	hartree
total charge	+3
orbital gap (spin up / spin down)	3.52 / 8.23	eV
relative energy (zero: lowest compared OMol25 entry of this formula, charge and spin)	0.0	kcal/mol

Element x y z (Å)
O: 0.622 0.494 -0.757
C: 1.382 -0.436 -0.131
O: 2.381 -0.096 0.493
O: 0.821 -1.566 0.035
Bi: 2.980 1.813 0.662
C: -0.646 -1.757 -0.086
C: -1.406 -0.742 0.681
H: -0.877 -1.744 -1.156
H: -0.775 -2.766 0.322
H: -1.219 -0.667 1.754
H: -2.351 -0.380 0.278
O: 0.826 2.263 0.611
C: 0.077 1.619 -0.133
O: -0.731 2.248 -0.920
H: -1.082 1.717 -1.653

Entry 6:
Entry from the OMol25 dataset: an isolated molecule of C4H5Br2ClNO3P in a non-equilibrium geometry (the ωB97M-V functional and the def2-TZVPD basis).

maximum force	5.20	eV/Å
HOMO level	-0.343	hartree
SMILES	C/C(Br)=C(\Br)OC(=O)NP(O)Cl
orbital gap	9.28	eV

Element x y z (Å)
C: -0.706 -2.389 -2.496
C: -0.796 -1.501 -1.145
Br: -0.960 -2.333 0.669
C: -0.784 -0.076 -1.246
Br: -0.618 0.801 -3.038
O: -0.920 0.740 -0.054
C: 0.343 1.239 0.360
O: 1.443 0.717 0.049
N: 0.325 2.429 1.260
P: 0.775 2.004 2.916
O: 2.350 1.344 2.812
Cl: -0.422 0.338 3.547
H: -0.724 -3.501 -2.255
H: 0.164 -2.067 -3.167
H: -1.696 -2.173 -3.057
H: -0.660 2.765 1.262
H: 2.885 1.663 3.582

Entry 7:
Entry from the OMol25 dataset: a structure of composition C4H5Br2I in a non-equilibrium geometry (the ωB97M-V functional and the def2-TZVPD basis).

maximum force	5.52	eV/Å
HOMO level	-0.356	hartree
orbital gap	9.67	eV

Element x y z (Å)
C: 0.712 0.161 -0.898
C: 1.845 -0.391 -0.524
C: -1.309 -0.378 0.769
C: -0.475 0.718 0.245
Br: 3.189 -0.947 -1.679
Br: 2.159 -1.079 1.289
I: -1.886 2.159 -0.812
H: 0.305 0.263 -1.829
H: -0.623 -1.173 1.209
H: -1.845 -0.784 -0.115
H: -2.022 0.128 1.400
H: -0.049 1.322 0.943

Entry 8:
Entry from the OMol25 dataset: a cluster of 2 separate species, C4H5Br2N in total in a non-equilibrium geometry (the ωB97M-V functional and the def2-TZVPD basis).

maximum force	3.14	eV/Å
HOMO level	-0.342	hartree
SMILES	C=C(C)Br.N#CBr
orbital gap	9.70	eV
relative energy (zero: lowest compared OMol25 entry of this formula, charge and spin)	28.8	kcal/mol

Element x y z (Å)
C: 0.817 -2.532 -2.562
C: 0.210 1.147 -0.531
C: 0.526 -0.662 1.330
C: 0.788 -0.019 0.175
N: -0.055 -1.844 -2.374
Br: 2.456 -0.425 -0.788
Br: 2.137 -3.669 -2.888
H: 0.625 2.149 -0.167
H: 0.408 1.243 -1.682
H: -0.858 1.295 -0.355
H: -0.449 -0.565 1.752
H: 1.248 -1.452 1.782

Entry 9:
Entry from the OMol25 dataset: an isolated molecule of C4H5BrN2 in a non-equilibrium geometry (the ωB97M-V functional and the def2-TZVPD basis).

maximum force	6.30	eV/Å
HOMO level	-0.296	hartree
orbital gap	8.70	eV
relative energy (zero: lowest compared OMol25 entry of this formula, charge and spin)	100.5	kcal/mol

Element x y z (Å)
C: 0.718 -1.776 -0.159
C: -0.771 -1.675 0.169
C: 1.368 -0.634 -0.261
C: -0.486 1.905 0.029
N: -1.193 -0.469 0.247
N: -0.304 0.464 0.244
Br: 2.718 0.541 -0.446
H: 0.932 -2.819 -0.025
H: -1.338 -2.476 0.144
H: -0.800 2.285 -0.939
H: -1.341 2.343 0.696
H: 0.496 2.311 0.301

Entry 10:
Entry from the OMol25 dataset: an isolated molecule of C4H5BrN2 in a non-equilibrium geometry (the ωB97M-V functional and the def2-TZVPD basis).

maximum force	6.19	eV/Å
HOMO level (spin up / spin down)	-0.300 / -0.302	hartree
SMILES	BrN1C=CN=CC1
orbital gap (spin up / spin down)	6.84 / 7.16	eV
relative energy (zero: lowest compared OMol25 entry of this formula, charge and spin)	81.9	kcal/mol

Element x y z (Å)
C: -0.877 -1.335 0.410
C: 0.509 -1.373 -0.256
C: -0.512 0.827 0.750
C: 0.501 1.044 -0.348
N: -1.218 -0.221 0.925
N: 1.160 -0.271 -0.450
Br: 3.211 -0.028 0.291
H: -1.418 -2.202 0.390
H: 1.001 -2.366 -0.452
H: -0.760 1.476 1.570
H: 0.294 1.064 -1.455
H: 1.048 1.959 -0.196

Entry 11:
Entry from the OMol25 dataset: a cluster of 2 separate species, C4H5BrN2O2 in total in a non-equilibrium geometry (the ωB97M-V functional and the def2-TZVPD basis).

maximum force	5.78	eV/Å
HOMO level (spin up / spin down)	-0.320 / -0.312	hartree
orbital gap (spin up / spin down)	6.08 / 5.61	eV
relative energy (zero: lowest compared OMol25 entry of this formula, charge and spin)	45.2	kcal/mol

Element x y z (Å)
C: -1.170 0.343 1.176
C: -0.713 2.355 0.317
C: -0.129 0.200 0.088
C: 0.434 -1.112 -0.250
N: -1.617 1.645 1.074
N: 0.117 1.478 -0.351
O: -1.467 -0.337 2.129
O: -0.595 3.523 0.067
Br: -3.095 -0.405 -1.075
H: 0.139 -1.826 0.522
H: 1.563 -1.134 -0.394
H: 0.096 -1.387 -1.422
H: -2.570 2.045 1.298
H: 0.593 1.648 -1.255

Entry 12:
Entry from the OMol25 dataset: an isolated molecule of C4H5BrO in a non-equilibrium geometry (the ωB97M-V functional and the def2-TZVPD basis).

maximum force	3.02	eV/Å
HOMO level (spin up / spin down)	-0.299 / -0.293	hartree
orbital gap (spin up / spin down)	8.45 / 8.42	eV
relative energy (zero: lowest compared OMol25 entry of this formula, charge and spin)	101.9	kcal/mol

Element x y z (Å)
C: -0.187 0.840 -0.478
C: -0.571 -0.651 -0.565
C: 0.194 -1.471 0.303
C: 0.451 0.866 0.863
O: 0.563 -1.507 -0.996
Br: 1.991 1.823 1.298
H: 0.528 0.850 -1.407
H: -0.974 1.621 -0.657
H: -1.561 -0.794 -1.080
H: -0.147 -2.206 1.013
H: -0.289 0.631 1.705